(1)
C22H28N4O in the gas phase in a non-equilibrium geometry, computed with ωB97M-V/def2-TZVPD.

## Properties
ΔE to the lowest compared entry with this formula, charge and spin   1953.1 kJ/mol
M   364.49 Da
Calculated total energy   -31258.17409 eV
HOMO   -0.297 Eh
Gap between HOMO and LUMO   7.578 eV
Strongest force on any atom   0.3705 Eh/bohr
SMILES   CN1CCN(C(=O)[C@@]23CC[C@@](C)(c4nc5ccccc5nc42)C3(C)C)CC1

Element x y z (Å)
C (4.053, 0.548, 0.173)
N (3.789, -0.283, -1.084)
C (2.429, -0.199, -1.707)
C (1.568, -1.287, -1.347)
N (1.906, -1.717, -0.170)
C (1.265, -1.453, 1.189)
O (1.772, -1.764, 2.350)
C (-0.230, -0.910, 1.048)
C (-0.456, -0.093, 2.412)
C (-2.037, -0.097, 2.701)
C (-2.652, -0.703, 1.117)
C (-3.933, -1.014, 1.109)
C (-1.901, 0.442, 0.250)
N (-2.556, 1.454, -0.476)
C (-1.776, 2.263, -0.993)
C (-2.524, 3.171, -1.939)
C (-1.822, 4.166, -2.401)
C (-0.294, 4.208, -2.606)
C (0.278, 2.998, -1.711)
C (-0.532, 2.046, -0.896)
N (0.199, 1.257, -0.383)
C (-0.548, 0.219, 0.169)
C (-1.407, -1.696, 0.929)
C (-1.559, -3.024, 1.901)
C (-1.432, -2.340, -0.539)
C (3.255, -2.426, 0.215)
C (4.296, -1.715, -0.825)
H (3.796, 1.539, -0.290)
H (5.093, 0.448, 0.539)
H (3.318, 0.477, 0.945)
H (2.135, 0.705, -1.469)
H (2.710, -0.319, -2.811)
H (1.601, -2.294, -1.984)
H (0.657, -1.036, -1.299)
H (-0.226, 0.691, 2.682)
H (-0.060, -0.816, 3.389)
H (-2.697, -0.960, 3.205)
H (-2.534, 0.934, 2.636)
H (-4.143, -1.474, -0.087)
H (-4.493, -0.189, 1.349)
H (-4.291, -1.830, 1.816)
H (-3.599, 3.214, -1.821)
H (-2.217, 4.870, -2.871)
H (0.234, 5.090, -2.854)
H (1.477, 3.133, -1.383)
H (-2.382, -3.579, 1.631)
H (-1.459, -2.616, 2.949)
H (-0.541, -3.562, 1.614)
H (-0.778, -3.051, -0.579)
H (-2.451, -3.060, -0.740)
H (-1.509, -1.452, -1.045)
H (3.055, -3.342, -0.044)
H (3.465, -2.094, 1.157)
H (5.197, -2.015, -0.370)
H (4.064, -2.173, -1.815)



(2)
C22H28N4O2S in the gas phase in a non-equilibrium geometry, computed with ωB97M-V/def2-TZVPD.

## Properties
ΔE to the lowest compared entry with this formula, charge and spin   120.5 kJ/mol
M   412.56 Da
Calculated total energy   -44159.74195 eV
HOMO   -0.296 Eh
Gap between HOMO and LUMO   8.553 eV
Strongest force on any atom   0.0196 Eh/bohr
SMILES   Cc1ccc(S(=O)(=O)Nc2ccc3c(c2)nc(CCN2CCCCC2)n3C)cc1

Element x y z (Å)
C (4.891, -2.431, 0.117)
C (4.522, -1.366, 1.103)
C (5.387, -0.305, 1.356)
C (5.051, 0.672, 2.275)
C (3.851, 0.581, 2.951)
S (3.396, 1.913, 4.054)
O (4.546, 2.380, 4.772)
O (2.227, 1.549, 4.791)
N (3.032, 3.160, 2.982)
C (2.317, 2.879, 1.814)
C (2.725, 3.439, 0.595)
C (2.054, 3.180, -0.583)
C (0.970, 2.322, -0.522)
C (0.552, 1.748, 0.703)
C (1.220, 2.036, 1.885)
N (-0.535, 0.944, 0.478)
C (-0.777, 1.018, -0.799)
C (-1.874, 0.310, -1.508)
C (-2.725, -0.506, -0.533)
N (-3.629, -1.396, -1.241)
C (-4.799, -0.703, -1.753)
C (-5.612, -1.629, -2.652)
C (-6.052, -2.861, -1.870)
C (-4.819, -3.529, -1.274)
C (-4.039, -2.527, -0.427)
N (0.098, 1.835, -1.468)
C (0.087, 2.129, -2.872)
C (2.982, -0.467, 2.727)
C (3.321, -1.438, 1.802)
H (5.579, -2.049, -0.632)
H (4.006, -2.823, -0.378)
H (5.380, -3.258, 0.634)
H (6.326, -0.245, 0.825)
H (5.713, 1.497, 2.488)
H (3.820, 3.778, 2.866)
H (3.581, 4.099, 0.586)
H (2.378, 3.632, -1.509)
H (0.898, 1.635, 2.829)
H (-1.454, -0.369, -2.256)
H (-2.486, 1.045, -2.039)
H (-3.255, 0.176, 0.150)
H (-2.046, -1.108, 0.073)
H (-4.469, 0.163, -2.330)
H (-5.438, -0.337, -0.927)
H (-4.989, -1.938, -3.493)
H (-6.478, -1.091, -3.043)
H (-6.586, -3.556, -2.521)
H (-6.730, -2.561, -1.067)
H (-4.175, -3.884, -2.080)
H (-5.104, -4.383, -0.657)
H (-3.140, -3.006, -0.029)
H (-4.662, -2.205, 0.427)
H (-0.810, 2.692, -3.144)
H (0.109, 1.206, -3.456)
H (0.963, 2.725, -3.119)
H (2.059, -0.513, 3.282)
H (2.645, -2.259, 1.616)



(3)
C22H28N4O3 in the gas phase in a non-equilibrium geometry, computed with ωB97M-V/def2-TZVPD.

## Properties
ΔE to the lowest compared entry with this formula, charge and spin   1999.0 kJ/mol
M   396.49 Da
Calculated total energy   -35353.58680 eV
HOMO   -0.281 Eh
Gap between HOMO and LUMO   8.306 eV
Strongest force on any atom   0.3606 Eh/bohr
SMILES   CC(C)c1nc2oc3c(NC[C@@H]4CCCO4)ncnc3c2c2c1COC(C)(C)C2

Element x y z (Å)
C (2.877, 4.202, -0.677)
C (2.625, 3.198, -2.063)
C (3.769, 3.035, -2.725)
C (2.173, 1.949, -1.260)
N (0.904, 1.836, -1.486)
C (0.338, 0.457, -1.198)
O (-1.013, 0.153, -1.353)
C (-1.076, -0.974, -0.620)
C (-2.345, -1.761, -0.715)
N (-3.554, -1.399, -1.193)
C (-4.787, -1.780, -0.802)
C (-5.491, -0.736, 0.455)
C (-5.898, 0.431, -0.415)
C (-5.545, 1.665, 0.606)
C (-4.119, 0.939, 1.128)
O (-4.418, -0.565, 1.214)
N (-2.320, -2.976, 0.125)
C (-1.241, -3.145, 0.716)
N (0.021, -2.474, 0.725)
C (-0.062, -1.599, 0.001)
C (1.012, -0.508, -0.391)
C (2.237, -0.217, -0.058)
C (2.971, 0.784, -0.370)
C (4.444, 0.944, -0.074)
O (4.404, 0.906, 1.154)
C (3.852, -0.441, 1.948)
C (2.904, -0.016, 2.855)
C (4.913, -1.383, 2.459)
C (3.126, -1.242, 0.895)
H (3.074, 5.087, -1.217)
H (1.905, 4.209, -0.134)
H (3.678, 3.858, -0.121)
H (1.674, 3.371, -2.506)
H (3.938, 3.950, -3.225)
H (3.585, 2.182, -3.277)
H (4.773, 2.651, -2.310)
H (-3.505, -0.354, -1.744)
H (-5.483, -2.162, -1.487)
H (-4.619, -2.890, -0.408)
H (-6.299, -1.502, 0.663)
H (-6.877, 0.442, -0.442)
H (-5.606, 0.687, -1.475)
H (-5.077, 2.566, 0.262)
H (-6.282, 1.815, 1.264)
H (-3.934, 1.374, 2.070)
H (-3.487, 1.011, 0.424)
H (-1.227, -4.200, 1.214)
H (4.644, 2.010, -0.177)
H (4.890, 0.492, -0.710)
H (2.523, -0.737, 3.564)
H (1.991, 0.760, 2.503)
H (3.410, 0.751, 3.741)
H (4.607, -2.133, 2.998)
H (5.551, -0.717, 3.167)
H (5.828, -1.459, 1.875)
H (3.883, -1.607, 0.309)
H (2.543, -2.206, 1.125)



(4)
C22H28N4O3S2Y as an isolated structure in a non-equilibrium geometry, computed with ωB97M-V/def2-TZVPD.

## Properties
ΔE to the lowest compared entry with this formula, charge and spin   62.8 kJ/mol
M   549.53 Da
Charge   +1
Calculated total energy   -58080.90860 eV
HOMO   -0.361 Eh
Gap between HOMO and LUMO   5.947 eV
Strongest force on any atom   0.0564 Eh/bohr

Element x y z (Å)
Y (-2.497, -0.051, 0.336)
C (7.318, -0.407, -1.090)
O (5.938, -0.437, -0.697)
C (5.303, -1.680, -0.753)
C (5.892, -2.859, -1.192)
C (5.105, -4.035, -1.148)
C (3.773, -4.014, -0.764)
C (3.200, -2.802, -0.460)
C (3.947, -1.636, -0.425)
N (3.432, -0.397, -0.108)
C (2.178, -0.065, 0.219)
C (1.731, 1.227, 0.396)
C (2.604, 2.405, 0.280)
C (2.056, 3.641, 0.479)
C (0.719, 3.722, 0.945)
C (-0.099, 2.664, 1.089)
C (0.357, 1.409, 0.738)
O (-0.438, 0.374, 0.780)
H (7.436, -0.676, -2.116)
H (7.919, -1.089, -0.484)
H (7.677, 0.578, -0.891)
H (6.929, -2.890, -1.528)
H (5.557, -4.970, -1.386)
H (3.192, -4.916, -0.769)
H (2.142, -2.767, -0.249)
H (4.111, 0.355, -0.175)
H (1.500, -0.922, 0.253)
H (3.607, 2.300, -0.033)
H (2.662, 4.525, 0.357)
H (0.417, 4.781, 1.152)
H (-1.101, 2.824, 1.452)
C (-1.520, 2.636, -1.922)
C (-2.475, 3.032, -0.831)
C (-2.714, 4.282, -0.276)
C (-3.519, 4.072, 0.859)
C (-3.774, 2.714, 0.948)
C (-4.929, 2.078, 1.662)
N (-3.156, 2.086, -0.124)
H (-1.766, 3.166, -2.806)
H (-1.536, 1.576, -2.139)
H (-0.475, 2.840, -1.639)
H (-2.335, 5.219, -0.648)
H (-3.956, 4.760, 1.576)
H (-5.094, 2.570, 2.653)
H (-4.787, 1.031, 1.994)
H (-5.779, 2.169, 1.057)
N (-5.740, -1.503, -0.141)
N (-4.867, -0.387, -0.353)
H (-6.686, -1.268, -0.432)
H (-5.871, -1.670, 0.867)
H (-5.307, 0.495, -0.106)
H (-4.728, -0.246, -1.369)
C (-2.699, -5.308, 0.729)
O (-2.876, -4.217, 1.615)
C (-2.740, -3.006, 1.163)
S (-2.098, -2.693, -0.425)
S (-3.179, -1.838, 2.361)
H (-3.206, -6.171, 1.132)
H (-1.622, -5.540, 0.625)
H (-3.134, -5.070, -0.240)